C22H37KN6S2 | ωB97M-V/def2-TZVPD

Geometry as XYZ:
```
68
Properties=species:S:1:pos:R:3
K -0.247 0.311 -0.133
S 1.216 0.167 -3.083
S -1.925 -1.588 1.287
N -0.359 2.894 -0.924
N 0.883 2.045 1.613
N 1.210 -1.456 1.366
N -0.456 -2.009 -1.720
N -1.951 0.272 -2.557
N -1.938 1.973 1.254
C -0.111 0.357 -4.314
C 0.003 2.084 2.784
C 1.531 -1.626 -3.158
C -2.545 -1.062 -2.585
C -1.498 3.690 -0.466
C 1.456 -2.974 3.237
C -1.493 -2.166 -2.718
C -1.387 2.618 2.438
C 0.889 -3.799 4.238
C -2.553 2.853 0.279
C 2.859 -2.837 3.122
C 3.394 -2.041 2.162
C 1.211 3.326 0.989
C 3.095 -0.440 0.233
C -0.467 -3.899 4.307
C -0.805 -2.387 2.395
C -1.290 -3.203 3.398
C 0.638 -2.266 2.326
C 2.514 -1.352 1.291
C 0.973 3.354 -0.527
C 0.853 -2.489 -2.074
C -1.502 0.814 -3.823
H 3.092 0.605 0.555
H -1.041 -2.119 -3.712
H -0.773 -2.309 -0.799
H -0.094 1.055 3.141
H -3.295 3.544 0.709
H 2.526 -0.491 -0.696
H 4.130 -0.698 0.006
H 0.871 -3.530 -2.436
H -2.575 0.924 -2.106
H -2.365 -3.308 3.470
H -3.068 -1.209 -1.637
H 0.418 2.684 3.607
H -0.928 -4.522 5.064
H -0.381 2.753 -1.924
H 0.235 1.085 -5.048
H -1.997 -3.140 -2.667
H 3.495 -3.381 3.812
H 1.539 -4.329 4.924
H 2.257 3.600 1.160
H 1.716 1.521 1.841
H 0.625 4.118 1.463
H -1.491 1.903 -3.732
H -1.334 3.695 2.256
H 2.614 -1.754 -3.104
H 1.455 -2.473 -1.164
H -3.095 2.227 -0.436
H 1.251 -1.950 -4.161
H -2.209 0.592 -4.639
H 1.190 4.376 -0.874
H 1.696 2.691 -1.013
H -1.981 4.208 -1.301
H -3.285 -1.165 -3.392
H -2.502 1.165 1.490
H 4.465 -1.927 2.051
H -0.184 -0.589 -4.850
H -1.140 4.484 0.195
H -2.033 2.501 3.314
```

Values from the calculation:
Kohn-Sham gap	6.4	eV
E_tot	-2585.38543	a.u.
HOMO energy	-6.26	eV